(1)
The following is a quantum chemistry calculation of a cluster of 2 separate species, C4H12 in total at a distorted geometry, from the Open Molecules 2025 dataset.

Geometry as ORCA input:
```
! wB97M-V def2-TZVPD RIJCOSX def2/J DEFGRID3
* xyz 0 1
C -1.43 1.08 -1.69
C -0.48 0.79 -2.93
H -1.01 1.72 -0.95
H -2.24 1.74 -2.01
H -1.79 0.27 -1.13
H -0.80 -0.03 -3.51
H 0.54 0.60 -2.54
H -0.35 1.65 -3.60
C 1.67 -1.16 2.29
C 0.24 -0.75 2.28
H 2.17 -0.51 2.98
H 1.85 -2.22 2.56
H 2.12 -1.09 1.26
H -0.16 -0.93 3.31
H 0.20 0.27 2.19
H -0.55 -1.27 1.74
*
```

Results
- Energy above the lowest of the compared OMol25 structures with the same formula, charge and spin: 72.07 kJ/mol
- HOMO energy: -11.29 eV
- F_max: 4.2 eV/Å
- SMILES: CC.CC
- Molar mass: 60.1 g/mol

***

(2)
The following is a quantum chemistry calculation of a structure of composition C5H12HgO3 at a distorted geometry, from the Open Molecules 2025 dataset.

Geometry as ORCA input:
```
! wB97M-V def2-TZVPD RIJCOSX def2/J DEFGRID3
* xyz 1 2
H 2.18 2.80 -2.61
C -1.12 -1.21 2.79
O 0.25 -1.43 2.84
C -1.61 -1.07 1.35
O -0.72 -0.16 0.67
C -1.12 0.16 -0.66
C 0.03 0.81 -1.39
O 1.18 0.06 -1.10
C 2.37 0.64 -1.59
Hg 1.09 -0.52 1.42
H -1.40 -0.29 3.34
H -1.69 -2.04 3.24
H -2.63 -0.66 1.31
H -1.57 -2.03 0.82
H -1.97 0.86 -0.62
H -1.44 -0.76 -1.17
H 0.17 1.86 -1.06
H -0.17 0.82 -2.48
H 3.24 -0.07 -1.37
H 2.35 0.67 -2.69
H 2.61 1.56 -1.03
*
```

Results
- Energy above the lowest of the compared OMol25 structures with the same formula, charge and spin: 237.41 kJ/mol
- HOMO energy (alpha / beta): -13.76 / -14.06 eV
- F_max: 6.2 eV/Å
- Molar mass: 320.7 g/mol

***

(3)
The following is a quantum chemistry calculation of the molecule C26H25N3O4S at a distorted geometry, from the Open Molecules 2025 dataset.

Geometry as ORCA input:
```
! wB97M-V def2-TZVPD RIJCOSX def2/J DEFGRID3
* xyz 0 1
C 4.65 4.14 -2.10
C 3.66 3.09 -1.61
N 2.39 3.19 -2.28
C 2.31 2.95 -3.71
C 2.83 1.59 -4.16
S 1.04 2.80 -1.40
O -0.11 3.26 -2.13
O 1.25 3.28 -0.06
C 0.98 1.01 -1.32
C 0.09 0.29 -2.11
C 0.08 -1.09 -2.02
C 0.92 -1.77 -1.15
C 0.84 -3.26 -1.04
C 1.78 -1.02 -0.34
C 2.72 -1.65 0.65
O 3.56 -2.46 0.37
O 2.61 -1.20 1.92
C 1.49 -0.48 2.29
C 1.64 0.75 2.91
C 0.51 1.48 3.26
C -0.76 0.98 2.99
C -0.91 -0.27 2.39
C -2.21 -0.85 2.07
C -3.40 -0.51 2.77
N -4.56 -1.03 2.50
C -4.61 -1.93 1.49
C -5.84 -2.52 1.14
C -5.89 -3.44 0.13
C -4.72 -3.79 -0.58
C -3.51 -3.23 -0.26
C -3.43 -2.28 0.78
N -2.25 -1.73 1.09
C 0.23 -1.00 2.06
C 1.82 0.36 -0.44
H 5.54 4.13 -1.48
H 4.20 5.13 -2.05
H 4.95 3.95 -3.13
H 4.10 2.09 -1.73
H 3.45 3.26 -0.56
H 2.85 3.75 -4.22
H 1.25 3.05 -3.95
H 2.34 0.78 -3.63
H 3.91 1.51 -4.01
H 2.64 1.47 -5.23
H -0.57 0.83 -2.77
H -0.61 -1.65 -2.64
H 1.79 -3.68 -0.74
H 0.53 -3.69 -1.99
H 0.09 -3.53 -0.29
H 2.63 1.14 3.10
H 0.62 2.44 3.72
H -1.62 1.58 3.22
H -3.37 0.19 3.60
H -6.72 -2.24 1.69
H -6.82 -3.90 -0.14
H -4.79 -4.52 -1.37
H -2.61 -3.49 -0.79
H 0.11 -1.97 1.61
H 2.48 0.95 0.17
*
```

Results
- Energy above the lowest of the compared OMol25 structures with the same formula, charge and spin: 155.07 kJ/mol
- HOMO energy: -8.92 eV
- F_max: 1.1 eV/Å
- SMILES: CCN(CC)S(=O)(=O)c1ccc(C)c(C(=O)Oc2cccc(-c3cnc4ccccc4n3)c2)c1
- Molar mass: 475.6 g/mol

***

(4)
The following is a quantum chemistry calculation of a structure of composition C2H2AlLiO2 at a distorted geometry, from the Open Molecules 2025 dataset.

Geometry as ORCA input:
```
! wB97M-V def2-TZVPD RIJCOSX def2/J DEFGRID3
* xyz 2 1
C 0.20 -0.26 0.78
C -0.66 -0.37 -0.38
O -0.31 0.51 -1.36
O 1.37 0.29 0.66
H -1.75 -0.38 -0.16
Al 0.30 1.50 1.53
Li 1.46 0.24 -1.28
H -0.59 -1.53 0.21
*
```

Results
- Energy above the lowest of the compared OMol25 structures with the same formula, charge and spin: 470.44 kJ/mol
- HOMO energy (alpha / beta): -20.21 / -20.78 eV
- F_max: 4.0 eV/Å
- Molar mass: 92.0 g/mol

***

(5)
The following is a quantum chemistry calculation of the molecule CClNO2 at a distorted geometry, from the Open Molecules 2025 dataset.

Geometry as ORCA input:
```
! wB97M-V def2-TZVPD RIJCOSX def2/J DEFGRID3
* xyz 0 1
N -1.30 1.00 -0.11
C -0.56 0.15 0.08
O 0.25 -0.89 0.40
O 1.35 -0.75 -0.41
Cl 2.39 0.47 0.06
*
```

Results
- Energy above the lowest of the compared OMol25 structures with the same formula, charge and spin: 290.66 kJ/mol
- HOMO energy: -11.62 eV
- F_max: 2.8 eV/Å
- SMILES: N#COOCl
- Molar mass: 93.5 g/mol

***

(6)
The following is a quantum chemistry calculation of the molecule C6H10O, from the Open Molecules 2025 dataset.

Geometry as ORCA input:
```
! wB97M-V def2-TZVPD RIJCOSX def2/J DEFGRID3
* xyz 0 1
C 0.39 0.62 -1.73
C 0.80 -0.06 -0.67
C 2.15 0.14 -0.02
C -0.11 -1.04 0.04
C -0.80 -0.26 1.15
C -2.17 0.31 0.84
O -0.25 -0.06 2.21
H -0.58 0.45 -2.18
H 1.02 1.38 -2.20
H 2.79 -0.73 -0.21
H 2.04 0.24 1.07
H 2.65 1.03 -0.41
H 0.46 -1.86 0.49
H -0.85 -1.46 -0.66
H -2.22 0.67 -0.20
H -2.40 1.12 1.53
H -2.92 -0.48 0.95
*
```

Results
- Energy above the lowest of the compared OMol25 structures with the same formula, charge and spin: 11.09 kJ/mol
- HOMO energy: -9.20 eV
- F_max: 0.5 eV/Å
- SMILES: C=C(C)CC(C)=O
- Molar mass: 98.1 g/mol

***

(7)
The following is a quantum chemistry calculation of the molecule C4H8N2O at a distorted geometry, from the Open Molecules 2025 dataset.

Geometry as ORCA input:
```
! wB97M-V def2-TZVPD RIJCOSX def2/J DEFGRID3
* xyz 0 1
C -1.41 -1.00 1.10
C -1.04 -1.12 -0.35
N -0.21 -0.41 -1.03
C 0.51 0.69 -0.40
N 1.01 1.55 -1.46
C 1.71 0.12 0.36
O 1.72 -0.03 1.59
H -1.03 -0.10 1.58
H -1.03 -1.87 1.63
H -2.50 -1.00 1.17
H -1.53 -1.95 -0.89
H -0.12 1.28 0.26
H 0.28 1.56 -2.18
H 1.08 2.50 -1.11
H 2.55 -0.22 -0.26
*
```

Results
- Energy above the lowest of the compared OMol25 structures with the same formula, charge and spin: 205.25 kJ/mol
- HOMO energy: -9.60 eV
- F_max: 2.4 eV/Å
- SMILES: C/C=N\[C@H](N)C=O
- Molar mass: 100.1 g/mol

***

(8)
The following is a quantum chemistry calculation of a structure of composition C40H37Cl2N3O4P2V, from the Open Molecules 2025 dataset.

Geometry as ORCA input:
```
! wB97M-V def2-TZVPD RIJCOSX def2/J DEFGRID3
* xyz -1 3
V 0.14 0.24 -0.08
C -2.78 -1.44 -0.07
P -1.72 -1.04 1.40
C -1.76 -2.60 2.33
C -2.85 -3.03 3.07
C -2.82 -4.26 3.72
C -1.70 -5.07 3.63
C -0.60 -4.65 2.89
C -0.63 -3.42 2.25
C -2.70 0.10 2.42
C -3.99 0.52 2.12
C -4.64 1.44 2.92
C -4.01 1.96 4.04
C -2.71 1.56 4.34
C -2.06 0.64 3.54
C -1.84 -1.97 -1.11
C -1.94 -3.04 -1.97
C -0.71 -3.08 -2.70
C 0.05 -2.05 -2.22
C 1.48 -1.65 -2.48
P 2.07 -1.05 -0.85
C 3.64 -0.17 -1.11
C 4.40 -0.28 -2.27
C 5.55 0.47 -2.42
C 5.96 1.33 -1.41
C 5.20 1.45 -0.25
C 4.04 0.71 -0.10
C 2.54 -2.57 0.06
C 2.00 -3.81 -0.28
C 2.28 -4.93 0.49
C 3.08 -4.82 1.62
C 3.61 -3.58 1.97
C 3.34 -2.46 1.20
N -0.63 -1.35 -1.26
H -3.25 -0.52 -0.41
H -3.55 -2.18 0.17
H -3.73 -2.40 3.16
H -3.68 -4.58 4.30
H -1.67 -6.02 4.14
H 0.28 -5.27 2.81
H 0.23 -3.09 1.67
H -4.50 0.12 1.24
H -5.65 1.76 2.67
H -4.51 2.69 4.66
H -2.20 1.97 5.20
H -1.04 0.36 3.77
H -2.78 -3.71 -2.06
H -0.42 -3.80 -3.45
H 1.55 -0.79 -3.17
H 2.07 -2.47 -2.90
H 4.08 -0.94 -3.06
H 6.13 0.39 -3.33
H 6.86 1.92 -1.53
H 5.51 2.13 0.54
H 3.42 0.83 0.78
H 1.34 -3.90 -1.13
H 1.85 -5.88 0.22
H 3.29 -5.69 2.22
H 4.22 -3.48 2.85
H 3.73 -1.51 1.51
N 1.56 4.82 -0.43
C 1.25 3.41 -0.21
C 1.31 2.66 -1.52
O 1.86 3.32 -2.52
O 0.89 1.53 -1.68
H 2.15 5.19 0.30
H 0.71 5.37 -0.45
H 2.05 4.21 -2.13
H 0.28 3.21 0.26
H 1.98 2.93 0.45
N 1.01 0.74 1.38
C 1.49 0.70 2.61
C 1.90 1.90 3.28
C 2.37 1.88 4.57
C 2.46 0.70 5.31
C 2.05 -0.48 4.68
C 1.58 -0.49 3.38
H 1.81 2.84 2.75
H 2.66 2.82 5.03
H 2.83 0.69 6.32
H 2.10 -1.42 5.22
H 1.27 -1.42 2.93
Cl -1.48 4.54 -2.02
C -2.47 3.62 -0.84
Cl -2.22 4.29 0.79
C -2.14 2.11 -0.99
O -2.59 1.58 -1.99
O -1.41 1.66 -0.08
H -3.51 3.79 -1.10
*
```

Results
- Energy above the lowest of the compared OMol25 structures with the same formula, charge and spin: 19.19 kJ/mol
- HOMO energy (alpha / beta): -2.71 / -3.84 eV
- F_max: 0.8 eV/Å
- Molar mass: 807.6 g/mol